The ion CH4N3 with charge +1 in a non-equilibrium geometry. Source: the OMol25 dataset; level of theory: ωB97M-V/def2-TZVPD.

* frontier orbital gap (spin up / spin down): 8.802 / 8.803 eV
* LUMO energy (spin up / spin down): -6.860 / -6.860 eV
* HOMO (spin up / spin down): -15.66 / -15.66 eV
* energy relative to the best compared isomer or geometry (same formula, charge and spin): 62.44 kcal/mol
* charge: +1

Each line ends with the natural charge from an NBO analysis.
Element x y z (Å)
C1 0.178 -0.178 0.441  -0.142
N1 1.625 -0.780 -1.521  0.375
N2 1.200 -0.356 -0.522  0.107
N3 -0.858 0.649 -0.090  -0.802
H1 0.478 0.129 1.549  0.328
H2 -0.072 -1.351 0.483  0.281
H3 -1.200 1.337 0.593  0.428
H4 -1.350 0.548 -0.934  0.425

An isolated molecule of C4H9NO in a non-equilibrium geometry. Source: the OMol25 dataset; level of theory: ωB97M-V/def2-TZVPD.

* frontier orbital gap: 10.102 eV
* LUMO energy: 0.861 eV
* HOMO: -9.24 eV
* energy relative to the best compared isomer or geometry (same formula, charge and spin): 54.47 kcal/mol

Each line ends with the natural charge from an NBO analysis.
Element x y z (Å)
C1 1.930 0.095 0.055  -0.637
C2 0.771 0.494 -0.843  -0.161
N1 -0.691 -0.015 -0.077  -0.473
C3 -1.482 -1.312 0.110  -0.412
C4 -1.110 1.083 0.573  0.505
O1 -0.475 2.120 0.480  -0.652
H1 2.913 0.223 -0.428  0.219
H2 1.801 -0.955 0.308  0.203
H3 1.943 0.694 0.975  0.227
H4 0.678 -0.046 -1.768  0.188
H5 0.920 1.587 -1.118  0.253
H6 -0.893 -2.121 0.561  0.200
H7 -1.922 -1.699 -0.820  0.201
H8 -2.354 -1.180 0.800  0.217
H9 -2.030 1.033 1.192  0.121

An isolated molecule of C2H3NO2 in a non-equilibrium geometry. Source: the OMol25 dataset; level of theory: ωB97M-V/def2-TZVPD.

* frontier orbital gap: 10.021 eV
* LUMO energy: 0.891 eV
* HOMO: -9.13 eV
* energy relative to the best compared isomer or geometry (same formula, charge and spin): 117.75 kcal/mol

Each line ends with the natural charge from an NBO analysis.
Element x y z (Å)
C1 -0.935 0.436 0.140  -0.188
C2 0.228 -0.463 0.288  -0.112
N1 -1.563 -0.218 1.150  0.411
O1 -2.600 -0.185 1.730  -0.375
O2 -0.470 -1.122 1.373  -0.357
H1 -1.299 1.129 -0.661  0.232
H2 0.460 -1.090 -0.690  0.191
H3 1.120 -0.154 0.707  0.198

A cluster of 6 separate species, C48H63F6N2O9P2S in total. Source: the OMol25 dataset; level of theory: ωB97M-V/def2-TZVPD.

* frontier orbital gap: 8.740 eV
* LUMO energy: -1.838 eV
* HOMO: -10.58 eV
* charge: +1

Each line ends with the Mulliken charge.
Element x y z (Å)
C1 2.117 1.277 2.745  -1.372
C2 2.391 -0.092 2.173  0.149
O1 1.247 -0.536 1.418  -0.267
C3 1.210 -1.889 1.137  -0.944
C4 1.554 -2.048 -0.355  0.905
C5 3.074 -2.044 -0.554  -2.433
C6 3.512 -0.970 -1.548  -0.516
C7 5.026 -0.745 -1.633  -0.436
C8 5.900 -1.971 -1.434  -0.496
O2 7.275 -1.565 -1.318  -0.414
C9 7.790 -1.031 -2.443  0.167
O3 8.569 -0.134 -2.448  -0.472
O4 1.056 -3.218 -1.013  -0.573
C10 -0.207 -3.698 -0.636  -0.401
P1 -1.460 -2.664 -1.484  0.022
N1 -1.835 -1.402 -0.642  -0.312
O5 -2.704 -3.634 -1.730  -0.599
O6 -0.786 -2.436 -2.903  -0.202
C11 -0.367 -3.811 0.910  0.718
C12 -1.704 -4.505 1.266  -1.230
C13 -3.039 -3.751 1.452  -1.695
C14 -3.643 -3.929 2.855  -0.765
S1 -4.967 -5.174 2.984  -0.214
C15 0.781 -4.761 1.320  -1.285
P2 1.340 -5.075 3.007  0.508
O7 2.245 -4.049 3.537  -0.572
O8 1.966 -6.517 2.757  -0.524
O9 0.074 -5.342 3.950  -0.552
N2 -0.198 -2.393 1.450  1.136
C16 -0.608 -2.200 2.905  1.160
F1 0.499 -1.880 3.632  -0.334
C17 -1.683 -1.157 3.142  -0.677
C18 -1.484 0.233 2.543  -0.394
H1 3.000 1.621 3.282  0.464
H2 1.293 1.246 3.457  0.215
H3 1.869 1.991 1.961  0.329
H4 2.604 -0.810 2.968  0.296
H5 3.253 -0.049 1.502  0.119
H6 1.900 -2.432 1.785  1.189
H7 1.143 -1.160 -0.848  0.241
H8 3.606 -1.973 0.399  0.614
H9 3.326 -3.028 -0.959  0.609
H10 3.030 -0.012 -1.340  0.361
H11 3.153 -1.281 -2.529  0.269
H12 5.338 0.028 -0.926  0.811
H13 5.234 -0.361 -2.634  0.142
H14 5.797 -2.683 -2.258  0.333
H15 5.689 -2.503 -0.509  0.182
H16 7.472 -1.549 -3.366  0.380
H17 -0.259 -4.722 -1.011  1.232
H18 -1.636 -0.517 -1.094  0.056
H19 -3.525 -3.158 -1.538  0.406
H20 -1.393 -1.938 -3.481  0.365
H21 -1.540 -5.112 2.156  0.808
H22 -1.843 -5.228 0.459  0.571
H23 -3.742 -4.188 0.742  0.860
H24 -2.986 -2.697 1.183  0.466
H25 -2.872 -4.212 3.574  0.246
H26 -4.082 -2.994 3.204  0.494
H27 -4.907 -5.621 1.726  0.131
H28 1.714 -4.484 0.824  0.258
H29 0.499 -5.728 0.895  0.845
H30 2.628 -6.720 3.436  0.395
H31 0.101 -4.742 4.709  0.381
H32 -0.854 -1.786 0.866  -0.306
H33 -0.951 -3.173 3.256  -0.332
H34 -1.710 -1.067 4.232  0.594
H35 -2.655 -1.552 2.858  -0.138
H36 -2.399 0.805 2.700  0.505
H37 -0.676 0.758 3.045  -0.348
H38 -1.319 0.211 1.471  -0.147
F2 3.447 1.453 -3.816  -0.166
C19 4.116 2.633 -3.757  0.477
C20 5.364 2.653 -3.170  -0.061
C21 6.049 3.858 -3.112  -0.575
C22 5.477 5.012 -3.630  -0.588
C23 4.218 4.961 -4.211  -0.361
C24 3.522 3.761 -4.282  -0.642
H39 5.793 1.742 -2.780  0.319
H40 7.033 3.889 -2.662  0.407
H41 6.014 5.950 -3.583  0.387
H42 3.771 5.859 -4.616  0.367
H43 2.543 3.696 -4.737  0.450
F3 -3.768 2.282 3.845  -0.363
C25 -3.032 3.418 3.913  0.568
C26 -1.834 3.391 4.599  -0.238
C27 -1.080 4.553 4.665  -0.470
C28 -1.530 5.715 4.053  -0.631
C29 -2.739 5.712 3.369  -0.280
C30 -3.501 4.555 3.291  -0.793
H44 -1.505 2.477 5.077  0.510
H45 -0.139 4.550 5.199  0.395
H46 -0.941 6.621 4.110  0.407
H47 -3.099 6.615 2.895  0.466
H48 -4.446 4.536 2.767  0.444
F4 -6.061 6.398 3.575  -0.333
C31 -6.422 6.681 4.849  0.513
C32 -7.583 6.128 5.346  -0.551
C33 -7.943 6.421 6.654  -0.252
C34 -7.149 7.251 7.433  -0.578
C35 -5.985 7.791 6.903  -0.304
C36 -5.609 7.507 5.598  -0.408
H49 -8.188 5.488 4.718  0.412
H50 -8.850 5.997 7.065  0.358
H51 -7.436 7.476 8.451  0.379
H52 -5.365 8.441 7.506  0.355
H53 -4.706 7.912 5.164  0.410
F5 -3.060 -0.891 -3.664  -0.143
C37 -3.300 0.307 -4.293  0.592
C38 -3.966 0.285 -5.497  -0.598
C39 -4.205 1.499 -6.126  -0.400
C40 -3.778 2.687 -5.548  -0.596
C41 -3.108 2.667 -4.332  -0.557
C42 -2.863 1.463 -3.687  -0.263
H54 -4.285 -0.654 -5.927  0.426
H55 -4.729 1.514 -7.072  0.376
H56 -3.968 3.628 -6.044  0.389
H57 -2.775 3.591 -3.880  0.387
H58 -2.351 1.426 -2.735  0.392
F6 4.215 -2.194 -4.126  0.168
C43 3.677 -2.642 -5.291  0.249
C44 4.491 -2.759 -6.396  -0.712
C45 3.926 -3.219 -7.577  -0.504
C46 2.578 -3.546 -7.631  -0.612
C47 1.787 -3.415 -6.498  -0.435
C48 2.335 -2.959 -5.307  -0.231
H59 5.537 -2.492 -6.332  0.411
H60 4.545 -3.322 -8.458  0.376
H61 2.145 -3.903 -8.556  0.381
H62 0.736 -3.667 -6.539  0.406
H63 1.739 -2.852 -4.410  0.487

An isolated molecule of C4H6N2 in a non-equilibrium geometry. Source: the OMol25 dataset; level of theory: ωB97M-V/def2-TZVPD.

* frontier orbital gap: 10.300 eV
* LUMO energy: 1.168 eV
* HOMO: -9.13 eV
* energy relative to the best compared isomer or geometry (same formula, charge and spin): 137.37 kcal/mol

Each line ends with the natural charge from an NBO analysis.
Element x y z (Å)
N1 0.553 -1.243 -0.625  -0.645
C1 -0.105 0.027 -1.021  -0.062
C2 -0.993 0.269 0.216  -0.083
N2 -0.324 1.591 0.495  -0.600
C3 0.804 0.633 0.030  -0.084
C4 0.206 -0.610 0.668  -0.088
H1 0.224 -2.146 -0.910  0.363
H2 -0.237 0.390 -2.041  0.207
H3 -2.070 0.117 0.352  0.197
H4 -0.314 1.762 1.509  0.342
H5 1.807 0.227 -0.326  0.254
H6 0.448 -1.017 1.653  0.200

A structure of composition C17H44N8NbO18 in a non-equilibrium geometry. Source: the OMol25 dataset; level of theory: ωB97M-V/def2-TZVPD.

* frontier orbital gap: 5.069 eV
* LUMO energy: 0.929 eV
* HOMO: -4.14 eV
* charge: -1

Each line ends with the Mulliken charge.
Element x y z (Å)
C1 4.284 -2.686 -0.085  -0.688
C2 3.660 -1.480 -0.286  -0.344
C3 2.825 -1.298 -1.504  0.810
O1 2.042 -2.133 -1.919  -0.546
O2 3.117 -0.148 -2.158  -0.390
C4 2.002 0.780 -2.233  -0.623
C5 1.789 1.543 -0.938  0.381
C6 0.392 2.138 -0.768  -0.295
C7 -0.614 1.255 -0.012  -0.260
C8 -0.893 -0.062 -0.707  1.122
C9 -1.928 -0.924 0.021  -1.750
Nb1 -4.088 -0.497 -0.571  -0.872
H1 3.704 -3.576 0.124  0.300
H2 5.369 -2.681 -0.078  0.259
H3 3.780 -0.652 0.407  0.317
H4 2.213 1.465 -3.049  0.367
H5 1.129 0.208 -2.539  0.413
H6 1.994 0.890 -0.087  0.058
H7 2.540 2.333 -0.875  -0.189
H8 0.508 3.026 -0.142  -0.259
H9 -0.028 2.501 -1.707  0.451
H10 -0.264 1.119 1.013  0.289
H11 -1.518 1.865 0.047  0.014
H12 0.056 -0.615 -0.737  -0.468
H13 -1.149 0.126 -1.751  0.250
H14 -1.750 -1.966 -0.265  0.378
H15 -1.816 -0.905 1.107  0.308
H16 -4.536 -2.036 0.349  0.029
H17 -3.887 -1.581 -2.063  0.022
H18 -3.575 0.935 -1.620  -0.058
H19 -4.260 0.484 0.962  0.025
H20 -5.872 -0.273 -1.025  0.002
C10 5.934 -7.075 0.694  -0.723
N1 5.714 -5.825 1.472  0.851
O3 6.653 -5.368 2.086  -0.521
O4 4.601 -5.352 1.430  -0.490
H21 6.965 -7.381 0.821  0.302
H22 5.250 -7.823 1.082  0.286
H23 5.714 -6.853 -0.346  0.285
C11 -8.069 -4.119 0.556  -0.697
N2 -7.954 -2.779 1.190  0.915
O5 -6.899 -2.500 1.702  -0.473
O6 -8.938 -2.063 1.142  -0.573
H24 -7.125 -4.635 0.672  0.240
H25 -8.870 -4.641 1.053  0.307
H26 -8.299 -3.959 -0.493  0.302
C12 -0.581 -3.949 -3.027  -0.466
N3 -1.756 -4.746 -2.576  0.923
O7 -1.579 -5.929 -2.324  -0.604
O8 -2.799 -4.153 -2.485  -0.489
H27 0.285 -4.598 -3.059  0.288
H28 -0.818 -3.555 -4.011  0.278
H29 -0.438 -3.143 -2.313  0.058
C13 -7.344 -7.836 2.988  -0.691
N4 -8.668 -7.593 2.352  0.868
O9 -8.732 -6.718 1.516  -0.527
O10 -9.590 -8.288 2.718  -0.539
H30 -6.626 -7.143 2.563  0.297
H31 -7.462 -7.673 4.054  0.284
H32 -7.068 -8.865 2.780  0.276
C14 0.819 6.550 1.377  -0.800
N5 -0.151 5.533 0.890  0.900
O11 -0.310 4.539 1.561  -0.481
O12 -0.717 5.774 -0.156  -0.511
H33 1.242 6.200 2.311  0.298
H34 1.585 6.659 0.615  0.288
H35 0.274 7.479 1.515  0.299
C15 5.828 3.733 -0.932  -0.632
N6 5.025 4.895 -0.462  0.963
O13 3.831 4.748 -0.366  -0.530
O14 5.630 5.919 -0.206  -0.586
H36 5.156 2.903 -1.117  0.189
H37 6.338 4.037 -1.841  0.284
H38 6.542 3.493 -0.149  0.286
C16 8.259 7.666 0.829  -0.581
N7 9.712 7.348 0.875  0.877
O15 10.426 7.832 0.023  -0.529
O16 10.084 6.620 1.769  -0.525
H39 8.076 8.319 -0.016  0.287
H40 7.720 6.730 0.718  0.196
H41 8.002 8.153 1.764  0.286
C17 -3.839 5.068 0.204  -0.517
N8 -4.886 4.018 0.350  0.891
O17 -4.524 2.938 0.743  -0.421
O18 -6.023 4.334 0.050  -0.606
H42 -2.887 4.644 0.496  0.063
H43 -3.824 5.373 -0.838  0.292
H44 -4.116 5.899 0.848  0.302